No. 1
A 2-piece molecular cluster, C8H18BF6NOP2 overall at a distorted geometry. Source: the Open Molecules 2025 dataset; level of theory: ωB97M-V/def2-TZVPD.

Summary:
Frontier orbital gap   0.3339 Ha
M   331.0 g mol⁻¹
Total charge   0
Highest occupied orbital energy   -9.90 eV
2S+1   1

Last column: natural (NBO) charge in e.
Cartesian coordinates (Å):
C 3.2495 1.2454 -0.2487  -0.6162
C 3.1486 0.0176 0.6479  -0.7010
P 2.5481 -1.5575 -0.0728  0.7674
C 3.0720 -1.6071 -1.8198  -0.9398
C 0.7268 -1.2911 -0.2747  0.2210
N -0.0280 -2.0658 0.4105  -0.4278
C -1.4732 -1.8805 0.2010  -0.2174
C -1.5090 -0.8908 -0.9718  -0.5904
B -2.6258 0.2211 -1.0026  1.1022
C -3.8109 0.2405 -0.0277  -1.0417
O -2.4482 1.2386 -1.9300  -0.9207
C -0.0497 -0.3457 -1.0733  -0.5137
H 3.9009 1.9758 0.2226  0.2295
H 2.2733 1.7056 -0.3675  0.2313
H 3.6812 1.0238 -1.2182  0.1959
H 2.5186 0.2285 1.5104  0.2619
H 4.1225 -0.2480 1.0554  0.2396
H 3.1616 -0.6329 -2.2868  0.2362
H 2.3100 -2.1597 -2.3661  0.2404
H 3.9920 -2.1751 -1.8841  0.2520
H 0.3752 -2.7393 1.0536  0.4355
H -1.8559 -2.8397 -0.1482  0.2058
H -2.0425 -1.6646 1.0969  0.2518
H -1.7013 -1.4952 -1.8659  0.2264
H -4.7968 0.0277 -0.4373  0.2470
H -3.8104 1.2687 0.3316  0.2888
H -3.6439 -0.4144 0.8204  0.2253
H -2.6076 0.9314 -2.8261  0.4974
H -0.0467 0.6309 -0.5807  0.3319
H 0.2588 -0.2448 -2.1065  0.2447
F 0.0784 2.7392 1.3355  -0.5865
P -0.9801 1.9470 2.3271  2.6073
F -0.8334 0.5236 3.1641  -0.5928
F -1.6740 3.4292 2.5288  -0.5786
F -2.5906 1.5324 2.2858  -0.5923
F 0.0286 2.4297 3.5404  -0.5826
F -0.9183 0.8953 0.9767  -0.6381

No. 2
A 2-piece molecular cluster, C6H12Si overall at a distorted geometry. Source: the Open Molecules 2025 dataset; level of theory: ωB97M-V/def2-TZVPD.

Summary:
Frontier orbital gap (spin up / spin down)   0.2953 / 0.2560 Ha
M   112.2 g mol⁻¹
Total charge   0
Highest occupied orbital energy (spin up / spin down)   -8.59 / -7.52 eV
Relative energy (zero: lowest compared OMol25 entry of this formula, charge and spin)   759.30 kJ/mol
2S+1   1

Last column: natural (NBO) charge in e.
Cartesian coordinates (Å):
C -7.6990 -0.4266 0.6569  -0.9140
C -6.4213 0.3244 0.0278  -0.8956
C 3.6785 -0.9743 -1.6886  -0.3761
C 4.1134 0.0374 -0.1509  0.1431
C 4.1145 1.5488 -0.3013  -0.6995
C 4.2816 -0.6867 1.0430  -0.7381
Si -7.8716 0.0141 -1.2232  0.8857
H -7.4526 -1.4556 0.8212  0.2265
H -8.2816 0.0367 1.4724  0.2420
H -6.1118 1.1555 0.5258  0.2285
H -5.6133 -0.4058 -0.1923  0.2268
H 3.6734 -0.3891 -2.5864  0.1618
H 4.2094 -1.8401 -1.6369  0.1481
H 4.9713 1.7948 -0.8894  0.2309
H 4.1935 2.0153 0.6861  0.2110
H 3.1961 1.9592 -0.8828  0.2332
H 4.8952 -0.2794 1.8480  0.2208
H 4.8198 -1.5682 0.9253  0.2307
H 3.3045 -0.8605 1.5452  0.2342

No. 3
CH27O13 as an isolated structure at a distorted geometry. Source: the Open Molecules 2025 dataset; level of theory: ωB97M-V/def2-TZVPD.

Summary:
Frontier orbital gap   0.3266 Ha
M   247.2 g mol⁻¹
Total charge   -1
Highest occupied orbital energy   -6.30 eV
Relative energy (zero: lowest compared OMol25 entry of this formula, charge and spin)   590.90 kJ/mol
2S+1   1

Last column: natural (NBO) charge in e.
Cartesian coordinates (Å):
C 0.1765 0.0739 -0.2388  -0.2566
O 0.6126 -1.1047 0.3129  -0.9672
H -0.8019 0.1563 -0.2841  0.1521
H 0.7143 0.1451 -1.1572  0.1757
H 0.4853 0.8328 0.5610  0.1214
O 0.5187 2.2995 2.5372  -0.9031
H 0.8845 3.0147 2.8906  0.4592
H 1.0777 1.7845 2.3411  0.4501
O 0.2708 -0.9818 -3.5747  -0.9853
H 0.1139 -1.5591 -2.7627  0.5117
H -0.1939 -1.4518 -4.3462  0.4745
O -1.4787 -1.1837 2.1984  -0.9601
H -2.2622 -1.4664 1.8389  0.4808
H -0.6806 -1.1115 1.6725  0.5225
O -1.8064 2.6173 0.2027  -0.9280
H -1.2477 2.0831 0.7334  0.5232
H -1.9506 3.4269 0.5724  0.4794
O 1.0380 -3.9500 1.0599  -0.9970
H 0.6705 -2.9505 0.9645  0.5243
H 1.8655 -4.0377 1.4565  0.4692
O -1.6922 0.5234 3.6399  -1.0096
H -1.7108 -0.3876 3.3059  0.4684
H -0.8879 0.8089 3.1980  0.4587
O -0.8110 1.5367 -3.9798  -1.0182
H -1.3639 1.5633 -3.1793  0.4893
H -0.2668 0.6755 -3.8522  0.4935
O -2.7568 1.7012 -1.7836  -1.0355
H -3.4040 1.2924 -1.2430  0.4579
H -2.3493 2.5766 -1.1561  0.5083
O 2.0205 -0.2481 1.8378  -1.0459
H 2.8363 0.1719 1.4726  0.4387
H 1.4366 -0.5742 1.0902  0.4648
O 2.1475 3.2465 -0.3090  -0.9393
H 1.3021 2.7668 -0.3589  0.4761
H 2.7292 2.3863 -0.0370  0.4631
O -0.6712 -2.7700 -1.5060  -0.9349
H -1.4431 -2.2965 -1.7634  0.4622
H -0.3641 -2.4301 -0.7547  0.4843
O 2.7324 -2.3243 -0.7747  -0.9671
H 2.1470 -1.7080 -0.5703  0.4671
H 2.3635 -3.1474 -0.2548  0.4715

No. 4
One molecule with the formula C5H7NO at a distorted geometry. Source: the Open Molecules 2025 dataset; level of theory: ωB97M-V/def2-TZVPD.

Summary:
Frontier orbital gap   0.3320 Ha
M   97.1 g mol⁻¹
Total charge   0
Highest occupied orbital energy   -8.72 eV
Relative energy (zero: lowest compared OMol25 entry of this formula, charge and spin)   290.10 kJ/mol
2S+1   1

Last column: natural (NBO) charge in e.
Cartesian coordinates (Å):
C -0.8094 -0.6239 0.7708  0.4319
C 0.0259 -0.7490 -1.3872  0.1390
C 1.2627 -0.0216 -1.0977  -0.2396
C -1.8238 -0.2635 1.5565  -0.4940
C 1.1686 1.3092 -0.8735  -0.3339
O 0.5917 -0.4566 1.1876  -0.7319
N -0.9159 -0.9344 -0.5397  -0.4736
H 0.6078 0.0161 2.0295  0.4806
H -0.0308 -1.3176 -2.3115  0.1937
H 2.1496 -0.4197 -1.5738  0.2101
H -2.8302 -0.3329 1.1832  0.2238
H -1.6656 0.1059 2.5542  0.1998
H 0.2775 1.7144 -0.4218  0.1948
H 1.9918 1.9736 -1.0765  0.1993

No. 5
One molecule with the formula C6H6S at a distorted geometry. Source: the Open Molecules 2025 dataset; level of theory: ωB97M-V/def2-TZVPD.

Summary:
Frontier orbital gap   0.3495 Ha
M   110.2 g mol⁻¹
Total charge   0
Highest occupied orbital energy   -8.70 eV
Relative energy (zero: lowest compared OMol25 entry of this formula, charge and spin)   496.00 kJ/mol
2S+1   1

Last column: natural (NBO) charge in e.
Cartesian coordinates (Å):
C 0.5970 -0.3703 -0.6178  -0.0155
C 0.7347 0.7265 0.0377  -0.0398
C 1.2548 0.6804 -1.3834  -0.3572
C -0.3589 -1.2677 -0.1251  -0.4487
C -0.1925 0.9049 1.1166  -0.3664
C -0.9560 -0.4658 1.0837  -0.2916
S -1.8857 1.0084 0.6003  0.1643
H 2.3696 0.4788 -1.5374  0.1955
H 0.8719 1.3471 -2.3015  0.1949
H -1.2224 -1.2397 -0.9679  0.2346
H -0.1908 -2.3120 0.0820  0.2409
H 0.2852 1.4349 1.9895  0.2478
H -1.3067 -0.9255 2.0231  0.2412